(1)
Below is a structure of composition C16H25ClOPdS, with properties calculated with the ωB97M-V functional and the def2-TZVPD basis.

Computed properties:
frontier orbital gap (alpha / beta): 5.55 / 4.91 eV
lowest unoccupied orbital energy (alpha / beta): -7.59 / -8.98 eV
relative energy (zero: lowest compared OMol25 entry of this formula, charge and spin): 40.7 kcal/mol
HOMO (alpha / beta): -13.1 / -13.9 eV

```
! wB97M-V def2-TZVPD RIJCOSX def2/J DEFGRID3
* xyz 2 5
C 0.1652 0.6214 -5.1528
C 1.5255 1.1008 -4.9132
C -0.0873 -0.8110 -5.2782
C -0.9573 1.5458 -5.0194
Cl -0.0861 0.1204 -1.9688
H -0.0689 -0.9139 -6.3916
H -1.0693 -1.1700 -4.9202
H 0.6862 -1.4810 -4.8629
H 1.8326 1.3388 -5.9618
H 2.2373 0.3612 -4.5092
H 1.6190 2.0234 -4.3142
H -1.0799 1.8511 -6.0847
H -0.7720 2.4586 -4.4229
H -1.9144 1.1103 -4.6762
C 1.5198 -1.3359 2.0405
C 0.9154 -2.2434 1.1262
C 1.1768 -1.8204 -0.1982
H 0.3836 -3.1599 1.3962
C 1.9579 -0.5623 -0.0973
C 2.1023 -0.2770 1.3311
H 2.6246 0.5889 1.7359
H 1.6074 -1.5121 3.1131
H 0.9789 -2.3303 -1.1239
H 2.4284 -0.0721 -0.9462
C -2.0418 0.8470 1.2882
C -2.1171 -0.3661 2.0141
C -2.1801 -1.4631 1.1016
H -2.2227 -0.4589 3.0867
C -2.2116 -0.9887 -0.1936
C -2.1584 0.5234 -0.1138
H -2.3446 1.1931 -0.9628
H -1.9776 1.8421 1.6625
H -2.2788 -2.4999 1.3971
H -2.3490 -1.5155 -1.1575
Pd -0.0491 0.1554 -0.0233
C 1.1593 1.7736 5.7453
S 0.6789 0.8970 4.2460
C -0.1486 -0.5243 4.9890
O -0.3364 1.7356 3.5430
H 2.0603 1.2999 6.1365
H 0.3375 1.7241 6.4674
H 1.3652 2.8106 5.4588
H -1.0334 -0.1739 5.5456
H -0.4446 -1.2292 4.2032
H 0.5670 -1.0138 5.6646
*
```

---

(2)
Below is a structure of composition C16H25ClOSZr, with properties calculated with the ωB97M-V functional and the def2-TZVPD basis.

Computed properties:
frontier orbital gap: 7.40 eV
lowest unoccupied orbital energy: -7.90 eV
relative energy (zero: lowest compared OMol25 entry of this formula, charge and spin): 14.8 kcal/mol
HOMO: -15.3 eV

```
! wB97M-V def2-TZVPD RIJCOSX def2/J DEFGRID3
* xyz 2 1
C 0.0615 4.8454 -4.5882
C -0.9780 5.9024 -4.1912
C 1.4586 5.4761 -4.6659
C -0.3115 4.2173 -5.9382
Cl 0.0823 3.5526 -3.3293
H 1.4785 6.2719 -5.4220
H 2.2086 4.7277 -4.9437
H 1.7411 5.9171 -3.7039
H -1.0095 6.7082 -4.9365
H -0.7300 6.3487 -3.2221
H -1.9787 5.4610 -4.1296
H -0.3305 4.9835 -6.7247
H -1.3039 3.7558 -5.8935
H 0.4188 3.4544 -6.2290
C 0.3276 0.4342 2.0355
C 1.5101 0.7562 1.2925
C 1.2468 1.9317 0.5004
H 2.4817 0.2885 1.4377
C -0.0669 2.4009 0.8696
C -0.6141 1.4959 1.8283
H -1.4954 1.6749 2.4367
H 0.2273 -0.3714 2.7592
H 1.9496 2.4323 -0.1673
H -0.5164 3.3426 0.5641
C -0.1004 -1.9671 -1.4321
C 0.7180 -2.0186 -0.2530
C 1.8603 -1.1823 -0.4843
H 0.5812 -2.6972 0.5879
C 1.7000 -0.5252 -1.7558
C 0.5034 -1.0491 -2.3590
H 0.1919 -0.8810 -3.3873
H -0.9546 -2.6092 -1.6324
H 2.7582 -1.1546 0.1338
H 2.3976 0.1835 -2.2124
Zr -0.1698 0.2256 -0.3736
C -4.5568 -0.9065 0.4006
S -3.0573 -0.5233 1.3027
C -2.5026 -2.1712 1.7469
O -2.0572 -0.2867 0.0451
H -5.3794 -0.9531 1.1206
H -4.4423 -1.8628 -0.1282
H -4.7359 -0.0827 -0.3032
H -2.7552 -2.8760 0.9387
H -1.4162 -2.1669 1.9255
H -3.0169 -2.4574 2.6747
*
```

---

(3)
Below is a structure of composition C16H25FIN3, with properties calculated with the ωB97M-V functional and the def2-TZVPD basis.

Computed properties:
frontier orbital gap: 2.76 eV
lowest unoccupied orbital energy: -2.08 eV
HOMO: -4.8 eV

```
! wB97M-V def2-TZVPD RIJCOSX def2/J DEFGRID3
* xyz 0 1
C 2.3780 -0.5064 1.4221
C 2.3194 1.0769 1.5642
C 0.9539 1.4898 2.2510
C -0.1239 2.1374 1.2803
C 0.4753 3.3410 0.4323
C -0.8986 1.0810 0.3710
C -0.3383 0.7280 -1.0737
C -0.2006 -0.7883 -1.3889
C -1.2970 -1.7507 -1.3092
C -1.1468 -3.1902 -1.6228
C 0.1377 -3.7731 -2.0619
C 1.2979 -2.7607 -2.1871
C 1.1090 -1.3344 -1.8448
C 2.3873 -0.4410 -2.0371
C -2.2319 1.8991 0.0196
N -3.2725 0.8300 0.0025
C -2.9156 -0.0566 1.1050
N -3.7618 -0.7430 1.8535
N -1.5428 0.0553 1.1902
F -0.8305 -1.0166 1.5950
H 1.5625 -0.8200 0.7241
H 3.4026 -0.7578 1.0398
H 2.1796 -0.9982 2.4149
H 2.5530 1.6186 0.6172
H 3.1326 1.3364 2.3042
H 0.5587 0.6405 2.8601
H 1.2080 2.3081 2.9897
H -0.8778 2.6264 1.9645
H 1.2485 3.0113 -0.3030
H -0.3238 3.8765 -0.1433
H 1.0004 4.0316 1.1491
H -1.0197 1.1556 -1.8637
H 0.6473 1.2265 -1.2225
H -2.3229 -1.4296 -1.0130
H -2.0093 -3.8954 -1.5520
H 0.2130 -4.8542 -2.2780
H 2.3290 -3.1371 -2.5503
H 2.9472 -0.8981 -2.9021
H 2.0842 0.5821 -2.4060
H 3.0265 -0.3775 -1.1251
H -2.2057 2.6105 -0.8349
H -2.6351 2.5573 0.8473
H -3.2860 0.3084 -0.8869
H -4.5566 -1.2190 1.4343
H -3.7080 -0.7615 2.8740
I 2.3535 -5.0191 -1.6993
*
```

---

(4)
Below is the ion C16H25FNO3 with charge +1, with properties calculated with the ωB97M-V functional and the def2-TZVPD basis.

Computed properties:
frontier orbital gap: 8.91 eV
lowest unoccupied orbital energy: -4.49 eV
SMILES: CC[C@H](F)OC(=O)c1cc[n+](C)cc1OC[C@H](C)C(C)C
HOMO: -13.4 eV

```
! wB97M-V def2-TZVPD RIJCOSX def2/J DEFGRID3
* xyz 1 1
C -2.0254 -1.1326 3.6590
C -1.8472 0.3681 3.3279
C -1.2595 0.6108 1.9359
F -0.1545 -0.2116 1.7943
O -0.9126 1.9701 1.8670
C -0.4455 2.3783 0.6326
O -1.1023 2.9973 -0.1643
C 1.0229 2.0503 0.3803
C 1.8885 2.3423 1.4218
C 3.2020 2.0438 1.2685
N 3.6416 1.4743 0.1469
C 5.0921 1.1538 0.0770
C 2.8361 1.2077 -0.8664
C 1.4869 1.4718 -0.7949
O 0.6517 1.2059 -1.8057
C 0.5747 -0.1856 -2.1882
C -0.5720 -0.9403 -1.4883
C -0.1075 -2.3143 -0.9694
C -1.8796 -0.9779 -2.3203
C -2.2071 -2.3479 -2.9675
C -3.0677 -0.6385 -1.3864
H -3.0859 -1.3529 3.7931
H -1.5722 -1.8056 2.9306
H -1.5325 -1.3140 4.6169
H -2.7590 0.9630 3.4045
H -1.1025 0.7848 4.0161
H -2.0057 0.3554 1.1757
H 1.4954 2.7951 2.3223
H 3.8955 2.2566 2.0725
H 5.2725 0.3813 -0.6669
H 5.6556 2.0713 -0.0897
H 5.3594 0.7494 1.0545
H 3.2595 0.7608 -1.7580
H 1.5134 -0.7304 -2.0161
H 0.4130 -0.2311 -3.2690
H -0.7953 -0.3502 -0.5915
H -0.9126 -2.7946 -0.4114
H 0.2072 -2.9493 -1.8029
H 0.7756 -2.1699 -0.3378
H -1.9149 -0.2242 -3.1148
H -1.3246 -2.9343 -3.2383
H -2.7493 -2.1881 -3.9046
H -2.8411 -2.9481 -2.3094
H -3.0054 0.4203 -1.1047
H -4.0306 -0.8333 -1.8646
H -3.0311 -1.2376 -0.4664
*
```

---

(5)
Below is a structure of composition C16H25InN6O2S2, with properties calculated with the ωB97M-V functional and the def2-TZVPD basis.

Computed properties:
frontier orbital gap (alpha / beta): 8.08 / 8.08 eV
lowest unoccupied orbital energy (alpha / beta): -6.04 / -6.04 eV
HOMO (alpha / beta): -14.1 / -14.1 eV

```
! wB97M-V def2-TZVPD RIJCOSX def2/J DEFGRID3
* xyz 2 1
In 1.0676 -0.4761 -0.0798
C 5.0847 -1.6987 1.3038
C 3.6575 -1.3199 1.0899
N 3.1171 -1.1707 -0.0825
O 3.8411 -1.2636 -1.2649
C 2.8124 -1.0666 2.2611
C 3.2097 -1.2831 3.6798
N 1.6109 -0.6159 1.9819
O 0.7574 -0.3614 2.8748
H 5.7004 -1.6790 0.4073
H 5.1343 -2.7030 1.7291
H 5.5330 -1.0165 2.0247
H 4.6583 -1.7576 -1.0973
H 4.2653 -1.5130 3.7884
H 2.6289 -2.1014 4.1109
H 2.9718 -0.3930 4.2632
N 3.6092 1.8261 -0.5747
C 2.3554 2.2980 -0.6140
N 1.2748 1.5365 -0.7924
C 0.1168 2.3441 -0.9161
C -1.1551 1.9065 -1.2559
C -2.1713 2.8436 -1.3487
C -1.9331 4.1950 -1.1049
C -0.6616 4.6407 -0.7904
C 0.3532 3.6989 -0.7127
S 2.0509 3.9826 -0.4448
H 3.8169 0.9603 -1.0560
H 4.3631 2.4957 -0.5549
H -1.3343 0.8667 -1.5018
H -3.1636 2.5311 -1.6446
H -2.7417 4.9071 -1.1898
H -0.4641 5.6918 -0.6305
C -4.4289 -2.1122 -1.4910
N -3.0212 -1.7292 -1.6854
C -2.5490 -1.9330 -3.0618
C -2.2145 -1.4682 -0.6609
S -0.5616 -2.0779 -0.8107
N -2.6541 -0.9220 0.4597
C -3.8118 -0.0201 0.5028
C -1.9244 -1.0046 1.7289
H -4.6165 -2.9764 -2.1256
H -5.1107 -1.3142 -1.7807
H -4.6014 -2.4001 -0.4585
H -3.3111 -1.5381 -3.7310
H -2.4133 -2.9957 -3.2635
H -1.6168 -1.4076 -3.2353
H -4.0720 0.3120 -0.4971
H -3.5249 0.8463 1.0970
H -4.6710 -0.4979 0.9714
H -1.3184 -1.9033 1.7744
H -2.6566 -1.0337 2.5334
H -1.2870 -0.1293 1.8760
*
```